# 1
The following is a quantum chemistry calculation of the molecule C10H11F4P at a distorted geometry, from the Open Molecules 2025 dataset.

```
26
C10H11F4P | the Open Molecules 2025 dataset | ωB97M-V/def2-TZVPD
C -0.67259 0.92890 -0.77739
C -0.32933 -0.88850 0.68547
C 0.55770 1.66908 -0.14848
C 0.89294 -0.50603 0.97878
C -1.11714 -0.18385 -0.30140
C 1.53108 0.55718 0.22029
C -3.46886 -1.16367 -0.01799
C -2.17872 -1.02395 -0.95589
C 2.81241 0.50522 -0.12684
C 3.71912 -0.72240 0.01518
F 3.43862 1.42830 -0.94456
F 3.14974 -1.79568 -0.50556
F 3.99796 -0.98348 1.33761
F 4.86289 -0.37993 -0.67053
P -0.32675 2.93272 1.06643
H -0.97787 1.34853 -1.73125
H -0.72598 -1.71561 1.33006
H 1.10070 2.33580 -0.96312
H 1.43370 -0.89946 1.80516
H -3.14965 -1.11028 1.04689
H -3.85993 -2.19720 -0.19580
H -4.17577 -0.37595 -0.10071
H -2.47203 -0.72617 -2.06849
H -1.89917 -2.11874 -1.05552
H -1.37124 3.10673 0.12373
H -0.77184 1.97844 1.95396
```

The HOMO energy comes out at -8.526 eV. Its HOMO-LUMO gap is 8.66 eV. The SMILES is CCC1=C[C@@H](P)/C(=C(\F)C(F)(F)F)C=C1. As for the multiplicity: 1. For the LUMO energy, the calculation gives 0.134 eV. The total charge is 0.

***

# 2
The following is a quantum chemistry calculation of a cluster of 9 separate species, C24H57BF4O17P3 in total at a distorted geometry, from the Open Molecules 2025 dataset.

```
106
C24H57BF4O17P3 | the Open Molecules 2025 dataset | ωB97M-V/def2-TZVPD
B -1.50091 -1.27688 0.49351
F -1.71866 -0.27548 1.46104
F -1.47336 -0.60304 -0.78489
F -0.20047 -1.79154 0.63285
F -2.55531 -2.21057 0.51616
C -1.27615 2.98600 -1.76438
C -0.33893 4.22883 -1.25693
O -0.85557 5.38506 -1.19323
C 1.06302 3.83184 -0.93117
H -2.33920 3.40621 -1.94319
H -1.50493 2.27957 -1.03740
H -0.71538 2.56218 -2.69190
H 1.65547 3.21147 -1.71569
H 1.14008 3.21552 0.03887
H 1.67849 4.76555 -0.73856
C 1.49365 -3.21990 -2.39012
C 0.64822 -4.45533 -2.45837
O 1.05265 -5.35223 -3.12704
C -0.75290 -4.38072 -1.89634
H 2.32852 -3.17501 -3.08976
H 2.01398 -3.10667 -1.32720
H 0.96081 -2.56818 -2.87023
H -1.44958 -4.81011 -2.56425
H -1.06811 -3.28471 -1.70013
H -0.89393 -4.68704 -1.05026
C -2.44631 -2.45558 3.88517
C -1.38676 -3.51115 3.87442
O -0.68146 -3.76597 4.94065
C -1.00019 -4.12947 2.55949
H -3.22602 -2.51398 3.03975
H -1.81617 -1.57084 3.61189
H -3.03401 -2.17923 4.79589
H -0.27707 -3.59903 2.05191
H -1.87094 -4.19115 2.02691
H -0.79588 -5.21848 2.46195
C 1.90443 0.27612 -0.66462
C 3.14490 0.83821 -0.22547
O 3.19157 1.41870 0.84622
C 4.49572 0.58743 -0.95114
H 1.42855 0.96810 -1.32504
H 1.19251 0.23327 0.12072
H 2.07993 -0.56257 -1.22200
H 5.35325 0.95338 -0.22563
H 4.58280 1.12489 -1.71276
H 4.73320 -0.40941 -1.21145
C -4.43666 0.87904 0.20748
C -5.41736 1.82677 -0.16413
O -5.29843 2.44207 -1.22635
C -6.75361 1.78699 0.64771
H -3.33496 0.95074 -0.47801
H -4.59955 -0.27794 0.04938
H -4.16742 0.71870 1.27391
H -6.46191 2.38615 1.46187
H -7.09652 0.97348 1.01053
H -7.57175 2.17731 0.12458
C -1.42711 1.74003 4.50398
O -2.36246 2.77965 4.62572
P -2.03066 4.25196 4.00376
O -0.65125 4.44557 3.53218
O -2.98732 4.26919 2.73105
C -2.58551 3.53579 1.53564
O -2.56791 5.55076 4.80001
C -3.76974 5.36319 5.44844
H -1.76342 1.02269 5.16771
H -0.46433 2.22888 4.72426
H -1.41127 1.36441 3.54333
H -2.39956 2.62061 1.82564
H -1.91105 4.00313 0.92631
H -3.52569 3.43419 1.00593
H -4.05288 6.27758 6.04541
H -3.71675 4.54727 6.28812
H -4.68387 5.10520 4.93276
C 2.46462 1.44098 -4.65237
O 1.13445 1.09679 -4.72282
P 0.57523 -0.18169 -5.56615
O 1.43745 -1.34425 -5.11107
O -0.96785 -0.46435 -5.33816
C -1.33562 -1.21487 -4.16152
O 0.81719 -0.04681 -7.15496
C 0.58185 -1.08080 -8.05863
H 2.93796 1.79399 -5.67838
H 3.00118 0.68777 -4.29143
H 2.50669 2.30775 -3.95632
H -2.49900 -0.99384 -3.99410
H -1.02174 -0.80209 -3.36432
H -1.28637 -2.30743 -4.26690
H -0.37629 -1.15377 -8.20142
H 0.95153 -2.10052 -7.62655
H 0.98671 -0.98405 -9.04092
C 6.82102 -0.63234 2.15752
O 5.46605 -0.51443 2.44924
P 4.48892 -1.76727 2.44389
O 5.22034 -2.90028 3.02773
O 3.23685 -1.49446 3.30996
C 1.92458 -2.18563 3.20553
O 4.11397 -2.15150 0.89505
C 4.69648 -3.19471 0.10400
H 7.35017 -1.59099 2.74776
H 7.27106 0.29490 2.51379
H 6.96707 -0.69005 0.99064
H 2.18258 -3.19877 2.98760
H 1.22344 -1.77985 2.56726
H 1.28187 -1.97215 4.13779
H 4.22362 -3.12265 -0.79914
H 4.30878 -3.98747 0.74318
H 5.80060 -3.13664 -0.13121
```

The HOMO energy comes out at -7.212 eV. Its HOMO-LUMO gap is 9.47 eV. As for the multiplicity: 1. For the LUMO energy, the calculation gives 2.259 eV. The total charge is -1.

***

# 3
The following is a quantum chemistry calculation of a structure of composition C5H10NO3Tl at a distorted geometry, from the Open Molecules 2025 dataset.

```
20
C5H10NO3Tl | the Open Molecules 2025 dataset | ωB97M-V/def2-TZVPD
Tl -1.80697 2.96982 -0.17631
C 2.39338 1.21236 2.28731
C 1.30112 1.86194 1.51975
O 0.06026 1.69478 1.68618
O 1.55496 2.63768 0.59013
H 3.37272 1.33035 1.81379
H 2.18851 0.14096 2.36851
H 2.41155 1.65847 3.28580
C -1.43239 -0.78872 -2.93491
C -1.32229 -0.60091 -1.46336
O -1.98179 0.23176 -0.84152
N -0.50906 -1.40452 -0.72069
C -0.50804 -1.58644 0.67503
H -0.58056 -1.19442 -3.48517
H -1.57838 0.18531 -3.40672
H -2.29648 -1.39037 -3.22186
H 0.11218 -1.97400 -1.29545
H 0.19274 -2.35487 1.01947
H -1.48531 -1.89789 1.05582
H -0.08616 -0.73128 1.24419
```

The HOMO energy comes out at -17.850 eV. Its HOMO-LUMO gap is 3.68 eV. As for the multiplicity: 1. For the LUMO energy, the calculation gives -14.171 eV. The total charge is +2.

***

# 4
The following is a quantum chemistry calculation of a structure of composition C4H5GaO5 at a distorted geometry, from the Open Molecules 2025 dataset.

```
15
C4H5GaO5 | the Open Molecules 2025 dataset | ωB97M-V/def2-TZVPD
O 0.94464 0.59475 -0.61637
C 1.56818 -0.48786 -0.13146
O 2.61048 -0.26876 0.48802
O 0.88365 -1.55942 0.00800
Ga 2.66850 1.55312 0.38225
C -0.57368 -1.53539 -0.14326
C -1.18768 -0.36841 0.57226
H -0.77597 -1.52495 -1.22024
H -0.89582 -2.48191 0.30062
H -1.05046 -0.39871 1.65737
H -2.21758 -0.15068 0.27671
O 0.19985 1.95134 1.00799
C -0.24827 1.27132 0.02680
O -0.83877 1.96587 -0.91713
H -1.08706 1.43968 -1.69156
```

The HOMO energy (alpha / beta) comes out at -25.445 / -26.870 eV. Its HOMO-LUMO gap (alpha / beta) is 6.38 / 7.32 eV. As for the multiplicity: 2. For the LUMO energy (alpha / beta), the calculation gives -19.068 / -19.547 eV. The total charge is +3.